DFT (ωB97M-V/def2-TZVPD) results for a 19-piece molecular cluster, C60H173N15O19 overall at a distorted geometry.

Geometry as ORCA input:
```
! wB97M-V def2-TZVPD RIJCOSX def2/J DEFGRID3
* xyz 0 1
O -1.86178 0.59723 -0.58408
O -7.64670 1.86086 -1.04638
O 2.51618 1.39206 2.21542
O 8.93152 -3.84750 -3.25647
O -1.26896 6.56872 -2.49571
O -2.68051 5.02095 0.05544
O 9.87482 0.53507 1.28314
O -3.32283 -7.07222 2.77042
O -4.87757 3.64873 -6.63991
O 4.71462 -0.17631 5.82525
O 0.83062 4.67362 -0.74105
O -5.68646 6.50224 -0.40819
O -7.24649 -0.61218 -0.28378
O -3.01414 -2.37549 -3.80351
O 3.07421 6.05989 -1.02635
O 5.87415 -3.13632 -0.01901
O -4.30180 0.64767 4.38013
O 1.63172 -4.39630 3.23517
O 2.93922 0.70181 -5.72219
N 0.81570 1.11576 -1.13469
N 6.35671 -3.69650 -4.74590
N 3.66187 3.29832 -3.11002
N 2.19218 4.64740 2.02888
N -8.56971 -3.13081 2.22719
N -1.48842 -2.76621 3.84857
N -7.96096 -0.12095 4.09945
N 7.04149 0.68335 1.96514
N -1.92690 -4.22363 0.65312
N -3.78197 7.40075 1.38803
N -0.37591 -4.85849 -2.49121
N -7.95227 3.96197 0.98676
N -1.48335 3.70753 -5.66120
N 5.74278 -3.60750 6.88410
N 5.92357 -6.37259 -1.81817
C -2.65905 3.31938 -6.38148
C -0.11747 -2.81423 3.32963
C 5.54886 -4.97959 -1.66878
C -5.15656 6.77119 -1.73150
C 0.60163 -3.96413 4.12652
C -2.49294 -3.55090 -3.14456
C -2.17218 3.70388 0.04476
C -2.52555 0.64555 -1.87353
C 2.17054 -5.68893 3.47623
C 5.39818 1.86447 -4.07146
C 8.93231 1.06859 0.37210
C -3.36361 0.85769 3.34569
C 6.43757 0.49449 -0.51211
C 8.07982 -2.73538 -3.09707
C -6.64415 5.40901 -0.43402
C 2.88540 1.35519 -4.38532
C -0.95554 -3.48847 -2.79973
C -7.15671 -1.41713 -1.42761
C -8.65531 -2.21422 1.09640
C 0.71214 4.20600 3.77694
C -6.62885 -0.10518 4.66219
C -0.03622 -3.02622 -3.91231
C -4.41369 -2.47094 -3.85220
C 3.96483 2.44498 -4.20969
C 7.58619 0.39410 0.64685
C 1.52190 -1.26001 -0.63709
C 5.67600 -4.56583 -0.13856
C -7.38045 -1.32319 0.97840
C 5.16222 -1.29203 6.66413
C -3.76706 4.25990 -6.11959
C 9.49184 -4.23197 -2.01032
C 1.85370 3.69412 3.01029
C 6.58567 -1.26099 -4.61068
C 5.08087 0.00435 4.57821
C 2.04016 -0.34603 -6.11511
C 10.64009 1.48945 2.02328
C -2.95466 1.79685 -6.17823
C 3.55417 -3.06490 5.89856
C -2.39894 7.25426 0.88942
C 3.80491 1.90754 1.69842
C 1.50144 2.35414 2.30488
C -1.86126 -6.59848 0.29033
C 4.94657 -2.63449 6.15595
C 4.08307 -4.70997 -2.16138
C -1.98195 5.82090 1.04721
C 0.55183 -1.46413 3.60376
C 7.29698 -2.60213 -4.47770
C 5.91003 -2.93235 1.35982
C -2.58910 -5.50970 1.01356
C 0.39785 -0.24238 -1.17262
C -0.90840 -0.39599 -0.28072
C -9.95445 -1.44594 1.22925
C -6.10653 -1.59497 4.71827
C -1.50462 8.33227 1.52073
C -5.63744 4.43102 1.77746
C -5.64686 0.83108 3.90588
C -4.72877 -6.99615 2.59104
C -6.14720 4.09518 -6.33168
C -2.64958 -5.80459 2.54525
C -6.91213 4.98536 1.06022
H 3.88318 -3.65202 -1.99139
H -2.08083 1.15332 -6.28008
H 2.82727 -2.72417 6.63587
H -2.69433 3.17519 -0.75271
H 1.05804 -2.21105 -0.89875
H -8.14710 -1.80888 -1.65949
H 6.88304 -0.03991 -1.35121
H 0.40672 3.40420 4.44920
H -0.11468 -2.94594 2.24763
H -8.52270 -2.55388 3.05486
H -9.51180 -3.49213 2.27194
H -0.58038 3.45424 -6.03615
H 11.56880 1.70763 1.49602
H 4.31633 -0.53963 4.02353
H -2.23804 3.04993 0.91431
H 5.68732 -1.87427 1.49754
H -3.55621 -5.39531 0.52395
H 5.63851 -0.17244 -0.18838
H -8.55479 -2.82499 0.19921
H -4.35651 6.92044 0.71030
H -6.76652 -0.76594 -2.20978
H -0.12918 4.49637 3.14768
H -1.98626 1.24472 -2.60720
H -5.09277 -1.53431 5.11414
H 6.13279 2.64352 -3.86767
H 0.98745 5.06562 4.38797
H -1.40446 -1.36657 -0.28267
H 1.50042 -1.46223 3.06685
H 1.01095 -3.24553 -3.70388
H -1.96603 -2.09538 3.26379
H 8.74171 -4.45875 -1.25270
H -4.83853 5.13733 2.00326
H 2.64254 3.36590 3.68712
H -0.87205 -2.80426 -1.95535
H -10.87192 -2.03342 1.19442
H -6.73432 1.57155 -1.03645
H 1.69084 -1.12077 0.43069
H 5.14860 -3.40654 1.97908
H -0.56395 8.44648 0.98203
H -2.46185 7.42114 -0.18589
H 5.91275 1.43819 -0.66073
H -1.94721 9.32832 1.51129
H 7.73890 0.31967 2.59875
H -6.37919 5.15831 -6.26805
H -0.15056 -4.74553 4.23485
H -4.12441 7.10659 -1.63008
H 4.02246 2.88884 -5.20355
H 5.92130 -6.57810 -2.80704
H -6.41983 3.67173 -5.36500
H 3.74010 -4.81449 -3.19072
H 1.58701 -6.54883 3.14735
H -6.78223 3.70903 -7.12900
H 5.74442 -1.35938 -5.29677
H -3.85833 1.54807 -6.73465
H 6.61411 -4.98878 0.22084
H -2.37734 3.52568 -7.41404
H -0.91771 5.60834 0.94565
H 6.10158 -0.91678 -3.69675
H -8.11962 0.77005 3.65109
H 5.07305 1.02810 4.20408
H 2.99182 0.64010 -3.56960
H 0.63139 -4.88830 -2.55873
H -4.93078 -1.51792 -3.96385
H -0.21845 -1.99926 -4.22893
H -6.42430 -2.21696 -1.31837
H 6.10443 -0.31018 4.37455
H 4.68711 -1.32037 7.64473
H -3.59237 5.17933 -6.67837
H 1.36566 1.38403 -0.33116
H -5.71503 7.60663 -2.15371
H -4.01628 4.54015 -5.09614
H -1.11747 3.64350 -0.22365
H -3.65891 1.75763 2.80624
H 5.47612 -2.73297 5.20832
H -3.23495 1.70844 -5.12860
H 1.04823 0.10580 -6.11923
H 8.04703 -2.67783 -5.26496
H -1.48079 -2.20093 4.68553
H 0.18438 -0.60431 -2.17837
H 3.13798 -5.53398 2.99858
H 6.25228 0.05775 2.04175
H 8.68229 2.07972 0.69336
H -1.46187 4.71708 -5.64033
H 5.44957 1.18511 -3.22062
H 0.06655 -0.67621 3.02776
H -2.28654 5.36312 1.98835
H 6.21057 -1.07407 6.86799
H -7.40924 -0.53695 1.73279
H -4.10017 8.35849 1.34813
H 2.41345 -1.05917 -1.23115
H 5.70512 1.41333 -5.01505
H -6.73252 -2.26254 5.31037
H 2.53076 -5.80395 4.49854
H 3.20960 7.00370 -0.94186
H -5.77499 0.83823 2.82346
H -0.23612 -3.71415 -4.73383
H -1.83163 -6.57614 -0.79903
H 1.06693 -3.72863 5.08367
H 5.65335 -3.57920 7.88973
H 2.23655 -0.59684 -7.15752
H 9.27049 1.07172 -0.66411
H 4.34179 2.50137 2.43816
H 3.44680 5.69135 -0.22536
H 3.60434 2.43619 0.76654
H 0.66466 1.89577 2.83195
H 0.70078 -1.09013 4.61670
H 2.67521 3.46577 -2.97378
H -6.53585 -1.99659 1.12421
H -5.99765 -1.96861 3.70011
H -3.06521 -3.69525 -2.22817
H -6.11419 4.07945 2.69244
H 6.89340 -3.09032 1.80269
H 5.85231 -3.94723 -3.90756
H -5.21278 -7.90688 2.94376
H 5.47499 -4.52768 6.56525
H 3.40631 -5.29717 -1.54065
H -4.87376 -2.85854 -2.94325
H -1.31480 -3.70735 1.26866
H -8.14956 1.06335 -1.21171
H -7.60081 3.07356 0.65920
H -10.06144 -0.97578 2.20680
H -2.38865 0.98289 3.81674
H 10.13043 -3.43134 -1.63710
H -0.66757 -5.13376 -1.56424
H 2.10794 -1.31144 -5.61363
H 7.17496 -0.43629 -5.01158
H -3.43525 0.05771 2.60881
H -0.79865 -6.56378 0.53065
H -5.15950 -6.04360 2.89963
H -2.60624 -4.45462 -3.74336
H -5.16138 5.92061 -2.41311
H -3.20318 -5.04423 3.09615
H -4.70008 -3.09759 -4.69683
H 3.86489 2.74326 -2.29100
H 10.07601 2.39444 2.24890
H 3.12199 -2.66497 4.98129
H -7.37589 5.88662 1.46115
H -2.01832 5.99732 -2.32779
H -7.54513 5.75916 -0.93775
H -5.94500 1.76956 4.37330
H -2.72614 -3.64075 0.44920
H -1.62063 -5.74246 2.89950
H 0.16450 5.08105 -1.29469
H 1.84762 1.68454 -4.43667
H -0.76505 -0.29044 0.79464
H -3.48582 1.15257 -1.77912
H -0.03477 1.65478 -1.05566
H 9.98539 -5.19991 -2.09748
H 4.47656 1.06373 1.54043
H -2.20296 -7.62564 0.41791
H 1.02910 2.47967 1.33059
H 1.59808 4.67200 1.21246
H 4.80682 -4.93277 0.40730
H 6.35204 -4.41889 -2.14692
H 1.65000 5.09337 -1.00307
H -8.61135 4.26434 0.28370
H 8.72487 -1.86574 -2.97156
H 6.98544 -4.48503 -4.80099
H -1.61928 7.26797 -3.04758
H -2.71239 -0.30483 -2.37349
H -8.63565 -0.22051 4.84443
H 2.13990 5.60469 2.34663
H 5.14009 -6.88743 -1.44240
H -6.73458 0.31395 5.66282
H 7.59726 -2.78548 -2.12099
H 10.97849 1.03557 2.95472
H -4.92290 -6.94782 1.51955
H -9.90457 -0.61308 0.52786
H -5.20832 3.63917 1.16351
H -1.28445 8.09275 2.56105
H -6.26331 4.57404 -1.02215
H 3.26514 -4.11587 5.89434
H 7.74193 -0.68386 0.60395
*
```

Values from the calculation:
* HOMO: -8.759 eV
* frontier orbital gap: 9.0 eV
* E_tot: -126264.7217 eV

***

DFT (ωB97M-V/def2-TZVPD) results for C60H41IN5Na as an isolated structure.

Geometry as ORCA input:
```
! wB97M-V def2-TZVPD RIJCOSX def2/J DEFGRID3
* xyz -2 1
I 1.15048 -2.88228 -1.18639
Na 0.86744 -0.03868 0.66305
N -2.70680 -1.26128 -1.07374
N -1.70659 2.04437 -1.55137
N 0.21549 2.12331 -0.10154
N 2.36666 -0.48887 2.87817
N -0.89751 -1.34750 0.91053
C -2.92494 -6.40614 2.03308
C 3.53524 0.16129 -3.24499
C 0.76873 2.51332 -1.40634
C -3.13180 4.24890 1.73083
C -4.48898 3.95133 1.69615
C 5.35510 -0.29008 -0.06403
C -1.34130 3.34340 -1.87278
C -1.70075 -2.39417 1.16224
C 4.41875 -0.62327 -3.97561
C 3.37113 -2.58904 -3.13305
C -2.32209 -5.21836 1.65159
C 2.20998 1.97097 -1.31757
C 2.34965 6.54448 -0.95705
C -2.18964 3.27705 1.42760
C 0.38841 7.52277 -1.88116
C 3.37390 -0.42708 1.90912
C -5.34309 1.17097 -5.85123
C -5.65827 -0.16868 -3.44828
C -2.53766 -0.72727 2.43826
C -1.58864 -0.24604 1.40450
C -4.22594 -6.38054 0.02744
C -3.43612 2.98868 -2.66757
C -3.88311 -7.00591 1.22542
C -0.78648 1.26642 -0.51873
C 4.33501 -2.00456 -3.93234
C 3.71559 1.61560 -3.26997
C -3.95812 1.69760 1.04100
C -1.63199 0.91185 0.71289
C -6.52704 0.49675 -5.59236
C -0.00480 3.74354 -1.78380
C 4.02053 0.77929 1.63590
C 3.15678 2.43045 -2.37848
C -2.59282 1.98243 1.09221
C -2.07377 -3.27610 0.13436
C -2.53070 3.96156 -2.44950
C -3.64476 -5.18502 -0.34855
C -0.18288 6.27213 -2.01511
C 1.61710 0.56628 -1.76380
C 2.48366 -1.81027 -2.38838
C 1.78190 5.29073 -1.09216
C -2.68005 -4.54846 0.46198
C 2.51328 -0.41165 -2.44824
C 0.51167 1.33803 -2.44917
C 0.50318 5.09005 -1.65490
C -2.58250 -2.06194 2.32082
C -4.32791 1.18955 -4.90229
C -2.90600 1.70712 -2.22304
C -2.33947 -2.56462 -1.14408
C -6.68037 -0.17489 -4.38415
C 0.01142 0.32574 -1.55394
C -2.82496 -1.92777 -3.24567
C -2.39017 -3.01504 -2.48234
C -2.97840 -0.85391 -2.33649
C -4.89862 2.67242 1.34619
C 1.67034 7.68578 -1.36417
C 4.71594 -1.49066 0.21254
C -4.47599 0.53488 -3.68243
C 5.00107 0.83996 0.65821
C -3.38530 0.49880 -2.65930
C 3.74167 -1.56819 1.19483
H -1.18522 6.21216 -2.40258
H -5.75181 -0.71645 -2.51856
H 4.39366 2.00747 -4.02218
H 2.31620 4.43166 -0.70965
H 1.93851 0.38677 3.13566
H -4.97071 -6.83190 -0.62051
H -4.26065 0.70522 0.72631
H 3.33552 6.63081 -0.51132
H -3.39897 1.70926 -5.10358
H -5.20278 1.68170 -6.79729
H -2.62575 -6.87987 2.96284
H 3.72305 1.67729 2.16558
H -4.34112 -7.94576 1.51203
H 6.08745 -0.22916 -0.85800
H 5.17870 -0.13670 -4.57730
H -2.12169 -3.99977 -2.84118
H 2.11334 8.66898 -1.26444
H -4.40070 3.11358 -3.13305
H -2.80229 5.25110 1.98264
H -7.32143 0.48308 -6.32988
H 3.29471 -3.66640 -3.07151
H 4.95037 -2.37550 -0.36618
H 0.32558 1.45337 -3.50881
H 5.01556 -2.62049 -4.50792
H -1.53730 -4.78956 2.26419
H -5.95539 2.43531 1.28966
H -2.96807 -1.89211 -4.31809
H 1.71120 -1.25540 2.81680
H -0.36651 -0.61760 -1.92708
H -5.22251 4.71756 1.92212
H 2.64150 2.09992 -0.31877
H -2.63474 4.98642 -2.75718
H 3.22656 -2.50309 1.37721
H -3.16740 -0.09775 3.04946
H -3.26515 -2.74622 2.80268
H -7.59597 -0.71629 -4.17539
H -3.93793 -4.69915 -1.27023
H -0.18423 8.39356 -2.18401
H 5.46490 1.79323 0.43547
H 3.38793 3.49057 -2.41574
H -1.13057 3.49964 1.40094
*
```

Values from the calculation:
* HOMO: -0.201 eV
* frontier orbital gap: 3.5 eV
* E_tot: -82848.4930 eV

***

DFT (ωB97M-V/def2-TZVPD) results for C60H46CsN11S as an isolated structure.

Geometry as ORCA input:
```
! wB97M-V def2-TZVPD RIJCOSX def2/J DEFGRID3
* xyz -2 1
Cs 1.08774 -0.49102 -2.49103
S 2.69853 -1.24552 -5.50327
N 2.92161 3.38747 -1.76404
N 1.86772 4.16648 -1.17533
N -0.37059 1.46847 -4.18157
N 2.65792 -3.15286 -3.08441
N -1.29579 1.66891 -6.17179
N -1.02747 -1.49918 -4.40049
N -0.68001 -1.86591 1.38758
N -0.84946 -1.23942 -6.58430
N 1.97039 0.47876 2.70517
N -3.55942 0.37886 0.37690
N -0.57519 2.64843 0.89310
C -0.50816 2.79371 -4.48653
C 4.96009 -3.86382 -3.30385
C -0.38995 4.61008 2.09704
C -1.71793 0.86993 -0.91948
C -2.91349 2.77770 0.29398
C 1.34321 -1.88097 2.63118
C 0.26999 -2.63866 1.98230
C 6.29398 -3.02454 -5.10507
C 4.14090 5.04840 4.69306
C 2.38571 3.60495 3.01851
C -2.84723 -0.79866 0.05831
C 3.97199 -2.24800 -4.90305
C -1.74870 3.32595 0.81473
C 6.18647 -3.82312 -3.99385
C -2.81831 1.35974 -0.08521
C 3.84506 -3.09289 -3.74161
C -5.45836 -1.94913 0.92601
C 3.51736 5.67554 3.62264
C 2.62033 -2.84018 6.59945
C -4.19879 3.47595 0.27027
C -0.89998 -2.59162 -6.35064
C -2.97051 -1.95112 0.78344
C -0.13879 -3.99306 1.99415
C -4.28529 4.83168 -0.08946
C -1.42738 -4.01446 1.44439
C -1.62239 4.59309 1.56782
C 3.03880 -1.81699 4.46083
C -4.22010 -2.28877 1.48334
C 3.90694 3.69582 4.90915
C 0.94848 -2.92160 4.87019
C -1.72929 -2.67522 1.10313
C 4.78356 -4.66389 -2.14970
C -0.84815 0.81106 -5.20918
C 2.51377 -3.92153 -2.03381
C 0.27315 3.35683 1.67213
C -1.08975 2.94651 -5.70889
C -1.01977 -2.73017 -5.00273
C 1.77930 -2.21244 3.99702
C -4.21302 -2.94524 2.71724
C 1.49792 -0.43029 0.60933
C -0.90512 -0.62554 -5.36380
C 5.21129 -2.25805 -5.54644
C 1.36588 -3.23298 6.15596
C 1.16915 -3.96341 -1.37508
C 3.04759 2.98131 4.08927
C -6.67661 4.82714 0.19018
C 1.52261 0.90749 0.48744
C -5.40254 2.80789 0.55581
C -6.61480 3.47631 0.51549
C 2.66627 4.96488 2.79170
C -5.39964 -3.24829 3.36828
C -6.61955 -2.90487 2.80391
C -5.50121 5.49786 -0.11528
C 1.71905 -0.72050 2.00912
C 1.72892 1.43602 1.83505
C 3.45189 -2.12622 5.74538
C -1.73761 -0.46465 -0.81225
C 1.49134 2.85673 2.13558
C 3.58053 -4.69692 -1.51589
C -6.64203 -2.25095 1.57794
H 1.76899 3.95678 -0.18444
H -0.45346 -0.82002 -7.40853
H 2.94577 -3.08173 7.60474
H 1.17812 -3.52522 -0.37143
H 2.22826 5.44644 1.92631
H 0.02454 5.34556 2.76839
H -1.82438 1.40451 -6.98362
H 3.77390 3.91918 -1.63687
H -7.54581 -3.13732 3.31671
H 5.32846 -1.63212 -6.42112
H 5.62709 -5.24335 -1.78870
H 0.70248 -3.77616 6.81905
H 7.22783 -2.97412 -5.65505
H -1.03739 1.52112 -1.44405
H 4.43104 -1.80854 6.08497
H 3.68452 -1.25896 3.79617
H -7.52594 2.93682 0.74938
H 3.41648 -5.29353 -0.62680
H 2.86389 1.92934 4.26298
H 3.05534 2.52556 -1.23879
H 4.39634 3.18957 5.73378
H 0.81977 -4.99072 -1.25263
H -3.26054 -3.19548 3.16527
H -7.58900 -1.97712 1.12728
H 7.01713 -4.41816 -3.63095
H 3.71327 6.72261 3.41894
H -5.37013 -3.74846 4.32958
H -1.36807 3.81692 -6.27495
H -2.41091 5.31267 1.72483
H -0.80409 -3.31159 -7.14305
H -7.62857 5.34489 0.16431
H 1.31920 1.54894 -0.35526
H 4.81071 5.60194 5.34095
H -1.10108 -1.21037 -1.25341
H -5.35489 1.75894 0.81632
H 0.44892 -3.43724 -1.99618
H 0.41008 -4.84586 2.37111
H 1.00087 3.87655 -1.60959
H -5.47525 -1.43726 -0.02696
H -0.17190 3.56424 -3.81281
H -2.05825 -4.88468 1.32452
H -3.37948 5.34813 -0.38004
H -5.53167 6.54500 -0.39664
H -0.03702 -3.20635 4.52765
H -1.07954 -3.63995 -4.42954
H 1.30131 -1.18865 -0.12728
*
```

Values from the calculation:
* HOMO: -1.274 eV
* frontier orbital gap: 4.3 eV
* E_tot: -90740.9378 eV